The following is a DFT calculation (ωB97M-V with the def2-TZVPD basis set) of a structure of composition C34H53BCl3F3GeN4O6PSV at a distorted geometry.

Last column: Löwdin charge in e.
CARTESIAN COORDINATES (ANGSTROEM)
V (0.221, 1.531, 0.033)  0.506
C (-1.125, 2.672, -2.862)  -0.107
O (-1.384, 2.541, -1.469)  -0.332
C (-2.749, 2.429, -1.126)  -0.178
C (-2.905, 2.931, 0.291)  -0.171
O (-2.074, 2.159, 1.154)  -0.200
C (-2.752, 1.355, 2.092)  -0.155
C (-1.842, 0.178, 2.397)  -0.150
O (-1.308, -0.352, 1.194)  -0.242
C (-2.178, -1.227, 0.501)  -0.082
H (-1.695, 3.511, -3.268)  0.099
H (-0.065, 2.888, -2.968)  0.045
H (-1.357, 1.752, -3.397)  0.063
H (-3.363, 3.046, -1.790)  0.141
H (-3.069, 1.381, -1.200)  0.114
H (-2.575, 3.967, 0.353)  0.071
H (-3.952, 2.871, 0.597)  0.136
H (-2.966, 1.912, 3.010)  0.146
H (-3.697, 1.002, 1.666)  0.124
H (-0.986, 0.514, 2.982)  0.118
H (-2.386, -0.584, 2.964)  0.141
H (-2.395, -2.113, 1.109)  0.104
H (-3.126, -0.744, 0.239)  0.091
H (-1.662, -1.512, -0.412)  0.042
F (5.739, 0.154, -1.063)  0.147
C (4.677, -0.295, -1.760)  -0.588
F (5.082, -1.438, -2.373)  0.114
F (4.427, 0.590, -2.728)  0.121
C (3.508, -0.584, -0.864)  -0.098
C (3.515, -1.779, -0.162)  0.012
C (2.445, -2.096, 0.663)  -0.045
C (1.408, -1.196, 0.777)  -0.109
N (1.400, -0.030, 0.130)  -0.117
C (2.431, 0.301, -0.687)  -0.601
S (2.169, 1.856, -1.347)  0.751
H (4.351, -2.458, -0.263)  0.130
H (2.421, -3.028, 1.209)  0.113
H (0.559, -1.395, 1.415)  0.126
C (1.437, 0.896, 8.791)  -0.052
C (2.552, 0.988, 7.738)  -0.562
C (3.202, -0.393, 7.623)  -0.074
C (3.622, 1.989, 8.203)  -0.046
C (1.973, 1.464, 6.404)  -0.173
C (1.251, 2.663, 6.367)  -0.032
C (0.686, 3.168, 5.202)  0.036
C (0.874, 2.427, 4.057)  -0.201
O (0.424, 2.652, 2.786)  0.012
B (0.908, 1.618, 1.974)  -0.639
O (1.638, 0.741, 2.790)  0.141
C (1.611, 1.254, 4.065)  -0.176
C (2.165, 0.747, 5.222)  0.067
H (1.840, 0.517, 9.733)  0.083
H (0.650, 0.219, 8.454)  0.089
H (0.985, 1.868, 8.988)  0.073
H (3.547, -0.713, 8.607)  0.083
H (4.066, -0.372, 6.957)  0.085
H (2.490, -1.136, 7.257)  0.086
H (4.094, 1.643, 9.126)  0.083
H (3.188, 2.972, 8.387)  0.079
H (4.394, 2.098, 7.438)  0.091
H (1.129, 3.237, 7.276)  0.106
H (0.136, 4.099, 5.179)  0.125
H (2.731, -0.173, 5.194)  0.115
Cl (-0.780, 5.367, 1.602)  0.082
Ge (0.477, 4.008, 0.328)  -0.110
Cl (0.444, 5.282, -1.498)  0.079
Cl (2.466, 4.567, 1.090)  0.100
O (-0.726, -0.360, -1.872)  -0.262
P (-1.029, -1.114, -3.113)  0.556
N (-0.400, -2.639, -3.007)  -0.179
C (-0.358, -3.592, -4.117)  -0.199
C (0.089, -4.889, -3.449)  -0.162
C (1.044, -4.381, -2.366)  -0.159
C (0.315, -3.150, -1.833)  -0.186
N (-0.496, -0.335, -4.477)  -0.185
C (0.913, 0.108, -4.451)  -0.198
C (1.187, 0.495, -5.896)  -0.157
C (0.404, -0.567, -6.673)  -0.165
C (-0.878, -0.717, -5.851)  -0.199
N (-2.628, -1.407, -3.501)  -0.175
C (-3.357, -2.506, -2.843)  -0.191
C (-4.794, -1.998, -2.714)  -0.162
C (-4.911, -1.009, -3.875)  -0.162
C (-3.551, -0.322, -3.852)  -0.191
H (0.380, -3.286, -4.869)  0.112
H (-1.330, -3.676, -4.608)  0.102
H (0.553, -5.577, -4.154)  0.112
H (-0.766, -5.388, -2.988)  0.114
H (1.998, -4.092, -2.814)  0.116
H (1.235, -5.113, -1.583)  0.112
H (0.981, -2.397, -1.419)  0.083
H (-0.390, -3.450, -1.046)  0.115
H (1.576, -0.718, -4.152)  0.121
H (1.052, 0.921, -3.745)  0.059
H (2.252, 0.502, -6.121)  0.115
H (0.778, 1.487, -6.101)  0.117
H (0.965, -1.503, -6.700)  0.106
H (0.186, -0.270, -7.698)  0.110
H (-1.295, -1.722, -5.895)  0.096
H (-1.639, -0.025, -6.225)  0.104
H (-2.922, -2.770, -1.877)  0.100
H (-3.326, -3.403, -3.472)  0.109
H (-4.926, -1.476, -1.764)  0.106
H (-5.519, -2.808, -2.765)  0.111
H (-5.732, -0.303, -3.759)  0.112
H (-5.041, -1.548, -4.816)  0.116
H (-3.547, 0.474, -3.100)  0.096
H (-3.288, 0.119, -4.814)  0.103

Results
2S+1: 3
Energy above the lowest of the compared OMol25 structures with the same formula, charge and spin, eV: 0.9213
Charge: 0
Gap between HOMO and LUMO (alpha / beta), Eh: 0.2827 / 0.2876
<S²>: 2.03



The following is a DFT calculation (ωB97M-V with the def2-TZVPD basis set) of a cluster of 7 separate species, C45H40BrN2O25 in total at a distorted geometry.

Last column: Löwdin charge in e.
CARTESIAN COORDINATES (ANGSTROEM)
C (1.058, 0.027, -1.869)  -0.083
O (1.887, -0.141, -0.731)  -0.225
C (2.944, -1.057, -0.960)  -0.217
C (4.306, -0.420, -1.190)  -0.156
C (4.767, 0.589, -0.137)  -0.189
C (4.079, 1.956, -0.108)  -0.198
C (3.820, 2.616, -1.467)  -0.122
C (4.898, 2.564, -2.499)  -0.245
C (4.626, 2.325, -3.812)  0.026
N (5.846, 2.323, -4.466)  0.129
C (6.811, 2.566, -3.605)  -0.109
N (6.265, 2.726, -2.395)  -0.408
Br (7.177, 3.145, -0.863)  0.994
H (0.367, 0.826, -1.649)  0.076
H (0.477, -0.870, -2.075)  0.100
H (1.663, 0.292, -2.735)  0.085
H (2.982, -1.800, -0.174)  0.112
H (2.700, -1.612, -1.866)  0.116
H (5.018, -1.242, -1.158)  0.121
H (4.339, -0.039, -2.210)  0.098
H (4.570, 0.127, 0.828)  0.124
H (5.847, 0.672, -0.195)  0.069
H (4.681, 2.624, 0.500)  0.080
H (3.138, 1.849, 0.412)  0.099
H (3.522, 3.646, -1.293)  0.128
H (2.951, 2.134, -1.898)  0.096
H (3.675, 2.170, -4.274)  0.148
H (5.985, 2.158, -5.450)  0.184
H (7.868, 2.625, -3.774)  0.155
C (-1.272, 4.793, -2.785)  0.072
C (-2.059, 5.794, -2.350)  -0.229
C (-1.868, 6.417, -0.988)  -0.306
O (-2.601, 7.331, -0.675)  0.128
C (-0.819, 5.888, -0.130)  0.082
C (-0.049, 4.884, -0.567)  -0.231
C (-0.222, 4.288, -1.936)  -0.311
O (0.556, 3.402, -2.266)  0.065
O (0.924, 4.349, 0.164)  0.097
O (-3.036, 6.301, -3.069)  0.132
H (-1.394, 4.343, -3.760)  0.135
H (-0.699, 6.329, 0.849)  0.139
H (1.299, 3.632, -0.375)  0.080
H (-3.451, 7.012, -2.536)  0.099
C (-1.655, -0.966, 2.828)  0.085
C (-2.390, -0.232, 3.672)  -0.224
C (-2.249, 1.259, 3.762)  -0.309
O (-2.966, 1.852, 4.544)  0.123
C (-1.260, 1.910, 2.917)  0.082
C (-0.522, 1.181, 2.070)  -0.221
C (-0.685, -0.312, 1.963)  -0.297
O (0.017, -0.904, 1.169)  0.114
O (0.405, 1.730, 1.285)  0.088
O (-3.295, -0.762, 4.492)  0.091
H (-1.750, -2.041, 2.761)  0.132
H (-1.152, 2.982, 3.004)  0.137
H (0.804, 0.997, 0.759)  0.090
H (-3.682, -0.012, 4.988)  0.131
C (-5.139, 12.310, -2.908)  0.079
C (-5.295, 11.035, -2.530)  -0.234
C (-4.776, 9.892, -3.360)  -0.304
O (-4.944, 8.761, -2.933)  0.092
C (-4.114, 10.189, -4.613)  0.074
C (-3.961, 11.465, -4.994)  -0.235
C (-4.457, 12.613, -4.154)  -0.313
O (-4.259, 13.738, -4.567)  0.117
O (-3.369, 11.816, -6.124)  0.124
O (-5.907, 10.683, -1.408)  0.124
H (-5.505, 13.139, -2.319)  0.138
H (-3.761, 9.358, -5.207)  0.136
H (-3.393, 12.793, -6.151)  0.124
H (-5.879, 9.709, -1.373)  0.121
C (0.378, -6.303, -1.575)  0.085
C (1.086, -5.293, -1.050)  -0.227
C (2.563, -5.141, -1.304)  -0.307
O (3.130, -4.184, -0.806)  0.083
C (3.230, -6.134, -2.122)  0.072
C (2.524, -7.147, -2.644)  -0.233
C (1.043, -7.286, -2.410)  -0.295
O (0.479, -8.226, -2.938)  0.114
O (3.064, -8.091, -3.396)  0.127
O (0.543, -4.361, -0.278)  0.122
H (-0.683, -6.421, -1.399)  0.115
H (4.293, -6.024, -2.284)  0.134
H (2.337, -8.696, -3.641)  0.125
H (1.258, -3.748, -0.029)  0.110
C (-0.533, -2.405, 8.282)  0.076
C (-1.265, -2.439, 7.159)  -0.230
C (-0.946, -3.389, 6.032)  -0.306
O (-1.663, -3.371, 5.050)  0.102
C (0.202, -4.266, 6.174)  0.073
C (0.933, -4.229, 7.296)  -0.239
C (0.601, -3.298, 8.431)  -0.316
O (1.309, -3.341, 9.419)  0.111
O (1.993, -4.997, 7.496)  0.119
O (-2.310, -1.647, 6.961)  0.108
H (-0.753, -1.730, 9.097)  0.137
H (0.431, -4.932, 5.354)  0.134
H (2.328, -4.771, 8.386)  0.122
H (-2.682, -1.859, 6.078)  0.093
C (-3.426, -8.590, 1.151)  0.074
C (-3.612, -9.712, 1.862)  -0.236
C (-3.137, -11.054, 1.372)  -0.315
O (-3.331, -12.016, 2.090)  0.112
C (-2.481, -11.124, 0.079)  0.076
C (-2.298, -10.003, -0.634)  -0.234
C (-2.752, -8.658, -0.129)  -0.305
O (-2.528, -7.686, -0.830)  0.086
O (-1.711, -9.987, -1.819)  0.113
O (-4.219, -9.730, 3.038)  0.123
H (-3.761, -7.622, 1.496)  0.136
H (-2.158, -12.093, -0.271)  0.137
H (-1.699, -9.055, -2.113)  0.099
H (-4.216, -10.662, 3.330)  0.123

Results
Energy above the lowest of the compared OMol25 structures with the same formula, charge and spin, eV: 0.0000
Charge: +1
Gap between HOMO and LUMO, Eh: 0.2475



The following is a DFT calculation (ωB97M-V with the def2-TZVPD basis set) of a structure of composition C47H63BrF4GeMgNO3PSi2Te.

Last column: Löwdin charge in e.
CARTESIAN COORDINATES (ANGSTROEM)
Mg (-0.002, 0.120, 0.125)  0.539
C (-3.391, 3.077, -0.321)  -0.064
C (-2.687, 1.853, -0.890)  -0.659
C (-1.786, 2.254, -2.041)  -0.025
C (-3.698, 0.800, -1.319)  -0.022
O (-1.852, 1.236, 0.143)  -0.460
Ge (-2.076, 1.478, 1.948)  1.170
O (0.272, 2.644, 1.791)  -0.160
C (1.050, 3.251, 2.958)  -0.521
C (0.154, 2.995, 4.148)  -0.028
C (1.266, 4.733, 2.742)  -0.010
C (2.354, 2.485, 3.014)  -0.013
O (-1.107, -0.075, 2.077)  -0.434
C (-1.047, -0.938, 3.253)  -0.655
C (-1.568, -2.295, 2.815)  -0.021
C (-1.925, -0.388, 4.369)  -0.065
C (0.406, -1.031, 3.690)  -0.010
H (-3.948, 3.577, -1.114)  0.102
H (-2.668, 3.791, 0.082)  0.086
H (-4.105, 2.812, 0.463)  0.069
H (-2.381, 2.635, -2.872)  0.110
H (-1.211, 1.400, -2.395)  0.032
H (-1.082, 3.021, -1.730)  0.054
H (-4.385, 1.213, -2.058)  0.101
H (-4.281, 0.459, -0.461)  0.093
H (-3.196, -0.060, -1.761)  0.039
H (-0.782, 3.547, 4.063)  0.093
H (0.662, 3.319, 5.057)  0.109
H (-0.062, 1.932, 4.252)  0.048
H (0.326, 5.255, 2.561)  0.105
H (1.953, 4.936, 1.923)  0.091
H (1.705, 5.133, 3.657)  0.106
H (2.182, 1.414, 3.112)  0.069
H (2.943, 2.825, 3.866)  0.112
H (2.936, 2.663, 2.108)  0.059
H (-2.629, -2.250, 2.566)  0.098
H (-1.425, -3.034, 3.604)  0.108
H (-1.031, -2.626, 1.929)  0.038
H (-2.965, -0.296, 4.046)  0.079
H (-1.580, 0.583, 4.730)  0.064
H (-1.907, -1.076, 5.215)  0.105
H (1.036, -1.377, 2.866)  0.080
H (0.505, -1.737, 4.515)  0.103
H (0.775, -0.063, 4.031)  0.067
F (0.318, -5.359, -6.253)  0.159
C (0.241, -4.854, -5.034)  -0.130
C (0.636, -5.605, -3.942)  -0.129
F (1.087, -6.838, -4.113)  0.151
C (0.541, -5.061, -2.671)  -0.211
F (0.893, -5.854, -1.658)  0.111
C (0.092, -3.766, -2.443)  -0.304
P (-0.023, -3.054, -0.745)  1.071
C (-1.457, -3.999, -0.131)  -0.386
C (-2.693, -3.364, -0.246)  -0.117
C (-3.856, -4.013, 0.140)  -0.074
C (-3.787, -5.297, 0.663)  -0.068
C (-2.558, -5.932, 0.787)  -0.059
C (-1.396, -5.292, 0.383)  -0.080
C (1.448, -3.736, 0.090)  -0.375
C (1.419, -4.028, 1.452)  -0.106
C (2.582, -4.384, 2.122)  -0.066
C (3.786, -4.457, 1.441)  -0.071
C (3.822, -4.178, 0.081)  -0.074
C (2.664, -3.814, -0.586)  -0.106
C (-0.328, -3.045, -3.562)  -0.576
Br (-1.088, -1.327, -3.415)  0.867
C (-0.253, -3.575, -4.837)  -0.264
F (-0.655, -2.882, -5.897)  0.090
H (-2.743, -2.352, -0.637)  0.083
H (-4.812, -3.518, 0.037)  0.108
H (-4.690, -5.805, 0.971)  0.109
H (-2.505, -6.934, 1.190)  0.111
H (-0.445, -5.801, 0.468)  0.104
H (0.486, -4.000, 2.000)  0.085
H (2.539, -4.617, 3.178)  0.109
H (4.690, -4.744, 1.962)  0.109
H (4.754, -4.251, -0.464)  0.114
H (2.707, -3.614, -1.647)  0.102
N (3.055, 6.402, -6.247)  0.173
C (2.704, 5.966, -5.245)  -0.170
C (2.268, 5.412, -3.992)  -0.229
C (3.159, 4.675, -3.214)  -0.043
C (2.733, 4.128, -2.019)  -0.049
C (1.419, 4.323, -1.584)  -0.241
C (0.537, 5.073, -2.364)  -0.016
C (0.956, 5.611, -3.566)  -0.003
C (1.001, 3.734, -0.349)  0.032
C (0.592, 3.136, 0.613)  -0.192
H (4.175, 4.527, -3.556)  0.123
H (3.406, 3.529, -1.419)  0.095
H (-0.478, 5.233, -2.024)  0.118
H (0.277, 6.189, -4.177)  0.127
C (7.685, 0.093, 1.260)  -0.181
Si (5.878, 0.574, 1.347)  0.390
C (5.728, 2.421, 1.039)  -0.188
C (5.160, 0.131, 3.029)  -0.173
C (4.933, -0.383, 0.037)  -0.531
Te (2.897, 0.400, -0.313)  1.136
C (2.801, -0.531, -2.243)  -0.575
Si (3.086, 0.696, -3.653)  0.412
C (3.102, -0.282, -5.251)  -0.170
C (1.711, 1.971, -3.686)  -0.156
C (4.745, 1.526, -3.390)  -0.176
H (8.276, 0.626, 2.008)  0.035
H (8.103, 0.326, 0.278)  0.033
H (7.815, -0.977, 1.434)  0.032
H (6.195, 2.985, 1.850)  0.038
H (4.689, 2.749, 0.956)  -0.020
H (6.234, 2.699, 0.111)  0.036
H (5.260, 0.953, 3.741)  0.031
H (5.676, -0.734, 3.452)  0.033
H (4.100, -0.124, 2.955)  0.007
H (4.808, -1.429, 0.318)  -0.012
H (5.438, -0.336, -0.931)  0.008
H (1.835, -1.032, -2.325)  -0.044
H (3.580, -1.292, -2.230)  0.006
H (2.138, -0.764, -5.430)  0.023
H (3.871, -1.058, -5.232)  0.034
H (3.306, 0.365, -6.106)  0.038
H (0.893, 1.645, -4.327)  0.041
H (2.071, 2.931, -4.067)  0.021
H (1.314, 2.144, -2.682)  0.007
H (5.568, 0.837, -3.596)  0.040
H (4.857, 1.891, -2.366)  0.003
H (4.857, 2.381, -4.061)  0.029

Results
2S+1: 2
Energy above the lowest of the compared OMol25 structures with the same formula, charge and spin, eV: 2.5744
Charge: +1
Gap between HOMO and LUMO (alpha / beta), Eh: 0.1724 / 0.2727
<S²>: 0.76



Which formula does entry 1 have? C34H53BCl3F3GeN4O6PSV